41
Properties=species:S:1:pos:R:3:forces:R:3:mulliken_charge:R:1 method="wB97M-V/def2-TZVPD" lumo_energy_ev=0.568 spin_multiplicity=1 relative_energy_kcal_mol=0.00 smiles="Cc1ccc(-n2c(CCc3nc4ccccc4[nH]3)n[nH]c2=S)cc1" e_homo_ev=-8.231
C 5.5000 2.8759 -1.4574 0.1 0.0 0.0 -1.420
C 4.3451 2.3324 -0.6762 -0.1 0.0 0.0 0.947
C 3.3076 3.1599 -0.2646 0.0 0.0 -0.1 -0.805
C 2.2528 2.6628 0.4779 0.0 -0.2 0.2 -0.347
C 2.2232 1.3146 0.8058 0.4 0.3 -0.3 -0.277
N 1.1539 0.7924 1.5689 -0.4 -0.4 0.6 0.473
C -0.1749 0.7463 1.2387 -0.4 0.0 0.2 0.606
C -0.7166 1.1912 -0.0713 0.0 -0.1 -0.2 -1.043
C -0.6990 0.0478 -1.1025 0.0 0.1 0.0 -0.562
C -1.8572 -0.8841 -0.9815 0.0 -0.1 -0.1 0.519
N -2.3980 -1.4900 -1.9985 0.3 0.2 -0.4 -0.828
C -3.4148 -2.2531 -1.4810 -0.1 0.0 0.8 0.588
C -4.3199 -3.1010 -2.1088 0.0 0.1 0.1 -0.720
C -5.2497 -3.7421 -1.3175 -0.1 -0.1 -0.2 -0.388
C -5.2927 -3.5553 0.0658 0.0 0.0 0.1 -0.518
C -4.4042 -2.7179 0.7102 0.0 0.0 0.1 -0.726
C -3.4669 -2.0717 -0.0781 -0.2 -0.3 -0.6 0.348
N -2.4553 -1.1915 0.2083 0.0 0.1 0.0 0.058
N -0.8680 0.1905 2.1840 -0.6 0.3 -0.3 -0.660
N 0.0204 -0.1326 3.1558 0.7 0.3 -0.6 -0.084
C 1.2900 0.2157 2.8189 -0.2 -0.2 0.4 0.091
S 2.6509 0.0059 3.6999 0.6 -0.1 0.4 -0.405
C 3.2553 0.4748 0.4114 -0.1 0.0 0.0 -0.234
C 4.3060 0.9878 -0.3234 -0.1 0.1 0.0 -0.843
H 5.2517 3.8332 -1.9084 0.0 0.1 -0.1 0.363
H 5.7971 2.1812 -2.2400 0.1 0.0 -0.1 0.372
H 6.3560 3.0211 -0.7982 0.1 0.0 0.0 0.288
H 3.3282 4.2098 -0.5173 0.0 0.1 0.0 0.338
H 1.4657 3.3201 0.8184 -0.1 0.0 0.0 0.544
H -1.7379 1.5482 0.0661 0.1 0.1 0.0 0.472
H -0.1029 2.0098 -0.4476 -0.1 0.0 0.1 0.444
H -0.7266 0.4599 -2.1117 0.0 -0.1 0.0 0.295
H 0.2348 -0.5163 -1.0095 0.0 0.0 -0.1 0.274
H -4.2857 -3.2445 -3.1767 0.0 0.0 -0.1 0.422
H -5.9669 -4.4082 -1.7743 -0.1 -0.1 0.0 0.370
H -6.0397 -4.0797 0.6432 -0.1 0.0 0.1 0.377
H -4.4366 -2.5726 1.7798 0.0 0.0 0.1 0.404
H -2.1980 -0.8204 1.1136 0.0 0.0 0.0 0.193
H -0.2718 -0.5672 4.0144 0.1 0.0 -0.1 0.197
H 3.2343 -0.5675 0.6899 0.0 -0.1 0.0 0.507
H 5.1104 0.3342 -0.6262 0.1 -0.1 0.0 0.371